No. 1
ORCA calculation (ωB97M-V/def2-TZVPD) on an isolated molecule of C5H7NO.

Output
Orbital gap   10.72 eV
Relative energy (zero: lowest compared OMol25 entry of this formula, charge and spin)   38.7 kcal/mol
Highest occupied orbital energy   -0.361 Ha
Structure (SMILES)   C#CCCNC=O

Element x y z (Å)
O -1.97192 -0.89056 -1.60276
C -1.86990 0.18106 -1.03902
N -1.21567 0.37288 0.13690
C -0.42688 -0.69245 0.72034
C 0.95358 -0.82419 0.06046
C 1.72164 0.41808 0.17444
C 2.30088 1.46820 0.28725
H -2.32877 1.10585 -1.43279
H -1.00970 1.32242 0.40904
H -0.98039 -1.62479 0.58534
H -0.31978 -0.49862 1.79164
H 1.50556 -1.64974 0.52400
H 0.81043 -1.07799 -0.99570
H 2.83092 2.38984 0.38086

Atom charges from the natural (NBO) analysis, given in e for atoms 1 to 5: O -0.615; C 0.527; N -0.618; C -0.213; C -0.501

***

No. 2
ORCA calculation (ωB97M-V/def2-TZVPD) on a cluster of 2 separate species, C5H7NO in total.

Output
Orbital gap   10.62 eV
Relative energy (zero: lowest compared OMol25 entry of this formula, charge and spin)   45.3 kcal/mol
Highest occupied orbital energy   -0.361 Ha
Structure (SMILES)   C#CCC.N=C=O

Element x y z (Å)
C -2.49664 0.35890 -0.15203
C -0.19083 -0.47408 -0.42093
C 0.42648 -1.38417 -0.91323
C 2.69730 0.26938 0.66866
N 3.39802 -0.62208 0.22919
O 1.93824 1.07739 1.04371
C -1.01541 0.58707 0.16641
H -3.13099 1.06863 0.38745
H -2.67972 0.47275 -1.22472
H -2.79063 -0.65597 0.13214
H 0.98624 -2.18567 -1.34126
H 4.39037 -0.68347 0.38495
H -0.85047 0.61000 1.25007
H -0.68197 1.56132 -0.21041

Atom charges from the natural (NBO) analysis, given in e for atoms 1 to 5: C -0.589; C 0.011; C -0.278; C 0.884; N -0.786

***

No. 3
ORCA calculation (ωB97M-V/def2-TZVPD) on a structure of composition C5H7NO.

Output
Orbital gap   10.14 eV
Relative energy (zero: lowest compared OMol25 entry of this formula, charge and spin)   79.8 kcal/mol
Highest occupied orbital energy   -0.359 Ha

Element x y z (Å)
C -1.73617 -0.68266 0.13453
C -0.69984 0.29324 -0.48193
C -0.62300 1.60331 0.20653
N -0.48785 1.93362 1.32033
C 0.70946 0.12418 0.24162
O 0.70829 0.21959 1.48707
C 1.98842 -0.16929 -0.45564
H -1.53748 -0.77823 1.20303
H -2.76657 -0.33752 0.00212
H -1.66359 -1.68139 -0.32131
H -0.82057 0.30977 -1.58297
H 2.75204 0.09740 0.27314
H 2.19419 0.32012 -1.41204
H 1.98268 -1.25214 -0.61448

Atom charges from the natural (NBO) analysis, given in e for atoms 1 to 5: C -0.601; C -0.372; C 0.174; N -0.215; C 0.593

***

No. 4
ORCA calculation (ωB97M-V/def2-TZVPD) on an isolated molecule of C5H7NO.

Output
Orbital gap (spin up / spin down)   6.31 / 6.32 eV
Relative energy (zero: lowest compared OMol25 entry of this formula, charge and spin)   97.0 kcal/mol
Highest occupied orbital energy (spin up / spin down)   -0.253 / -0.253 Ha

Element x y z (Å)
O 1.82603 0.39492 -2.34718
C 1.84924 0.14859 -1.13508
C 0.80822 -0.45598 -0.43311
C -0.62039 -0.53480 -0.87213
N -0.89282 -0.10649 0.53731
C -1.62093 0.85478 0.95831
C 0.45708 -0.53203 1.02155
H 2.75646 0.36288 -0.52060
H -1.00604 0.18298 -1.60565
H -1.04008 -1.52841 -1.06124
H -2.36309 1.28823 0.29581
H -1.42199 1.28353 1.93571
H 0.86697 0.17334 1.75683
H 0.40135 -1.53153 1.46948

Atom charges from the natural (NBO) analysis, given in e for atoms 1 to 5: O -0.662; C 0.321; C -0.336; C -0.195; N -0.190

***

No. 5
ORCA calculation (ωB97M-V/def2-TZVPD) on an isolated molecule of C5H7NO.

Output
Orbital gap   8.07 eV
Relative energy (zero: lowest compared OMol25 entry of this formula, charge and spin)   80.8 kcal/mol
Highest occupied orbital energy   -0.278 Ha
Structure (SMILES)   [O-]C1=C[N@H+]2CC[C@@H]12

Element x y z (Å)
O 1.64226 1.94281 -1.26510
C 1.23698 0.93321 -0.71275
C 1.55982 0.08733 0.34836
N 0.44912 -0.85071 0.11885
C -0.83236 -0.60151 0.90995
C -1.26454 0.44655 -0.13608
C -0.03553 0.06614 -0.99766
H 0.92962 -1.72754 -0.05633
H 2.11707 0.03962 1.27156
H -0.57535 -0.23325 1.90433
H -1.50738 -1.45953 0.98455
H -1.24040 1.48582 0.20086
H -2.23535 0.24475 -0.59412
H -0.24396 -0.37371 -1.97642

Atom charges from the natural (NBO) analysis, given in e for atoms 1 to 5: O -0.649; C 0.449; C -0.413; N -0.379; C -0.209

***

No. 6
ORCA calculation (ωB97M-V/def2-TZVPD) on a structure of composition C5H7NO.

Output
Orbital gap   10.62 eV
Relative energy (zero: lowest compared OMol25 entry of this formula, charge and spin)   60.1 kcal/mol
Highest occupied orbital energy   -0.352 Ha

Element x y z (Å)
C -2.10969 1.28249 -0.02879
N -1.16658 0.73525 0.93832
C -0.32364 -0.04178 0.43790
O -0.25034 -0.46073 -0.89225
C 0.91838 -1.22465 -0.58331
C 1.99324 -0.30840 -0.13566
C 0.91964 -0.77265 0.84581
H -3.13423 1.07230 0.28816
H -1.96426 2.36662 -0.07003
H -1.96363 0.88002 -1.03622
H 0.99856 -2.19679 -1.04883
H 1.97751 0.72362 -0.48127
H 2.97710 -0.74598 0.00142
H 1.12796 -1.30932 1.76474

Atom charges from the natural (NBO) analysis, given in e for atoms 1 to 5: C -0.443; N -0.457; C 0.550; O -0.513; C 0.082

***

Q: Among the records above, which one has the highest relative energy (zero: lowest compared OMol25 entry of this formula, charge and spin)?
A: number 4

***

Q: Which value of relative energy (zero: lowest compared OMol25 entry of this formula, charge and spin) does entry 5 give?
A: 80.8 kcal/mol